No. 1
Entry from the OMol25 dataset: 8 unconnected molecules or ions with the total composition C61H140F12N4O7P4S2 (the ωB97M-V functional and the def2-TZVPD basis).

XYZ file:
```
230
Properties=species:S:1:pos:R:3
C 2.47948 -2.18966 -4.49153
F 3.77577 -1.72148 -4.37645
F 1.79197 -1.31616 -5.18204
F 2.44095 -3.43004 -5.09664
S 1.74763 -2.39041 -2.80087
O 0.75585 -3.48995 -2.95127
O 2.91326 -2.73655 -2.03012
N 1.00653 -0.84904 -2.48755
S 1.45725 -0.60195 -1.03975
O 1.24925 -1.66633 -0.06972
O 2.75597 0.03545 -0.89972
C 0.08497 0.77298 -0.64118
F 0.43212 1.32970 0.52939
F 0.08909 1.71745 -1.62047
F -1.14904 0.17665 -0.54282
C 14.76230 1.44217 0.91820
C 13.27965 1.73711 1.39869
C 12.23412 0.69396 0.95781
C 12.54555 -0.70510 1.39238
P 11.25260 -1.97668 1.12444
C 11.79702 -3.58774 1.95308
C 13.30302 -3.94453 1.80224
C 13.72707 -5.19114 2.69868
C 15.10811 -5.68406 2.27190
C 9.54371 -1.57984 1.60967
C 9.17777 -1.47475 3.12613
C 9.37114 -0.02988 3.65583
C 8.22377 0.91420 3.22377
C 11.14153 -2.36192 -0.67631
C 10.59751 -3.74695 -1.11875
C 10.29636 -3.84277 -2.63938
C 9.39509 -4.96654 -3.06375
H 15.07202 0.43782 1.20708
H 15.38560 2.23632 1.32920
H 14.82906 1.49401 -0.16852
H 12.96913 2.70821 1.01316
H 13.24460 1.82348 2.48470
H 12.24489 0.69201 -0.13214
H 11.24370 1.02097 1.27441
H 12.78727 -0.64439 2.45351
H 13.38874 -1.09784 0.82416
H 11.11747 -4.34914 1.57020
H 11.53835 -3.48874 3.00730
H 14.03102 -3.21431 2.15562
H 13.51418 -4.11968 0.74733
H 12.99187 -5.98502 2.56698
H 13.70537 -4.90699 3.75077
H 15.67288 -4.75740 2.16974
H 15.15516 -6.24527 1.33866
H 15.66148 -6.23219 3.03442
H 9.01997 -2.37851 1.08438
H 9.34539 -0.59374 1.18970
H 9.88361 -2.11203 3.65882
H 8.14855 -1.70460 3.40175
H 10.33031 0.43001 3.41791
H 9.37742 -0.07805 4.74474
H 8.50027 1.79787 3.79890
H 7.24147 0.52734 3.49494
H 8.27052 1.22888 2.18123
H 12.21354 -2.29433 -0.86156
H 10.73162 -1.56600 -1.29808
H 9.70356 -4.06063 -0.57972
H 11.29217 -4.57731 -0.99210
H 11.17165 -3.80774 -3.28803
H 9.77284 -2.90105 -2.80429
H 8.33393 -4.82176 -2.86104
H 9.73715 -5.89040 -2.59730
H 9.56700 -5.06544 -4.13555
C 1.54164 -14.69698 4.79433
C 1.77536 -14.02027 3.38982
C 1.01818 -12.64162 3.23294
C 1.11407 -12.07632 1.85036
P 0.53417 -10.35127 1.64404
C 1.75838 -8.93951 1.90179
C 2.44880 -8.88612 3.27852
C 3.59009 -7.87326 3.37284
C 4.44672 -7.94426 4.66070
C -1.02056 -10.00344 2.63993
C -1.33692 -8.47650 2.69851
C -2.65839 -8.05687 3.53922
C -2.49363 -8.22591 5.00267
C 0.05369 -10.14552 -0.03936
C 1.05368 -10.75975 -0.99299
C 0.40284 -10.78126 -2.34952
C 0.18109 -9.45962 -2.95997
H 1.84857 -13.98018 5.55597
H 2.05244 -15.65355 4.90458
H 0.46646 -14.83850 4.90410
H 1.34757 -14.69842 2.65145
H 2.83244 -13.92561 3.14140
H 1.48918 -11.95387 3.93527
H -0.00230 -12.47810 3.57933
H 0.67999 -12.71628 1.08218
H 2.17815 -11.98189 1.63379
H 1.32496 -7.95752 1.71222
H 2.53877 -9.05784 1.15006
H 2.85010 -9.89659 3.35618
H 1.65994 -8.77196 4.02200
H 3.22406 -6.84799 3.31887
H 4.16857 -8.08264 2.47305
H 4.94346 -8.88963 4.44250
H 3.82591 -7.86255 5.55290
H 5.25807 -7.24991 4.87907
H -1.14374 -10.42533 3.63740
H -1.78003 -10.42057 1.97864
H -1.39725 -8.02387 1.70877
H -0.51528 -8.00153 3.23461
H -3.50268 -8.68242 3.24948
H -2.93179 -7.01032 3.40477
H -1.71992 -8.90418 5.36244
H -3.38356 -8.54671 5.54416
H -2.25184 -7.27526 5.47795
H -0.08643 -9.09585 -0.29754
H -0.87196 -10.68505 -0.23986
H 1.22680 -11.82013 -0.80936
H 2.05694 -10.34592 -0.89144
H -0.52611 -11.34864 -2.29273
H 1.13076 -11.24215 -3.01721
H 1.10521 -8.90581 -3.12547
H -0.46607 -8.85664 -2.32303
H -0.27340 -9.69596 -3.92210
C -15.78223 5.69478 0.91657
C -14.94818 6.29550 2.08855
C -13.43801 6.18728 1.73842
C -13.00939 7.00471 0.46499
P -11.38171 7.02545 -0.29296
C -10.26253 7.96357 0.80057
C -10.35651 9.44456 0.98500
C -9.27168 10.06691 1.95670
C -9.52160 11.52925 2.35056
C -11.44476 7.97822 -1.90960
C -12.14539 7.27160 -3.07825
C -13.66955 7.59105 -3.20651
C -14.17049 6.97747 -4.45314
C -10.64686 5.38784 -0.50881
C -10.24573 4.70546 0.79345
C -9.62003 3.32703 0.41173
C -9.26204 2.54749 1.63970
H -15.73917 6.34492 0.04276
H -16.82631 5.62311 1.22128
H -15.43731 4.72884 0.54766
H -15.23072 5.71261 2.96520
H -15.29079 7.32790 2.15845
H -13.15645 5.17591 1.44524
H -12.82832 6.46216 2.59913
H -13.21026 8.06186 0.63871
H -13.54570 6.61115 -0.39848
H -9.29796 7.77818 0.32799
H -10.25596 7.28428 1.65300
H -11.32702 9.81191 1.31855
H -10.30030 9.95262 0.02229
H -8.29881 9.88025 1.50198
H -9.38310 9.42992 2.83416
H -9.46824 11.51988 3.43921
H -10.43312 11.85485 1.84936
H -8.76310 12.23946 2.02134
H -10.41643 8.14427 -2.23065
H -11.87426 8.97771 -1.84141
H -12.01555 6.19321 -2.98709
H -11.67304 7.49010 -4.03598
H -13.97984 8.63181 -3.11350
H -14.20690 7.14816 -2.36794
H -13.89261 7.50405 -5.36615
H -15.25618 7.06043 -4.40310
H -13.98128 5.96255 -4.80277
H -9.86363 5.47099 -1.26229
H -11.49627 4.87032 -0.95466
H -11.14311 4.36140 1.30768
H -9.60473 5.30710 1.43785
H -8.75099 3.40518 -0.24154
H -10.39255 2.77725 -0.12589
H -8.62978 3.24531 2.18869
H -8.60699 1.69623 1.45437
H -10.13436 2.33415 2.25747
C -5.26537 0.48182 -6.36874
C -4.00646 -0.34460 -6.03735
C -3.65458 -1.46500 -7.03251
O -3.32027 -0.95784 -8.30313
C -2.72864 -1.94969 -9.08784
N -2.86749 0.59271 -5.98283
H -2.06311 0.23262 -5.48946
H -2.42795 0.84384 -6.85681
H -3.12295 1.48150 -5.57676
H -5.40802 1.26602 -5.62525
H -6.19171 -0.08120 -6.25470
H -5.24034 1.00358 -7.32542
H -3.98068 -0.71408 -5.01220
H -4.51934 -2.08467 -7.26979
H -2.88427 -2.13623 -6.65282
H -2.41529 -1.54782 -10.05138
H -3.26714 -2.82214 -9.45792
H -1.82180 -2.29520 -8.59150
C 1.81070 8.36868 6.14036
C 1.08797 9.07171 4.91902
C -0.20514 8.33715 4.50244
O -0.64573 8.86781 3.31293
C -1.96733 8.39001 2.95950
N 0.72847 10.50062 5.17059
H 1.48820 11.16363 5.11291
H 0.14858 10.73436 4.37737
H 0.27076 10.58392 6.06706
H 2.03075 7.37732 5.74427
H 1.14788 8.20959 6.99092
H 2.73420 8.78046 6.54739
H 1.68543 9.13723 4.00971
H -0.89422 8.48777 5.33345
H 0.13218 7.31380 4.33790
H -2.40045 8.79785 2.04617
H -2.72039 8.49660 3.74030
H -1.92681 7.31181 2.80473
C 4.14395 5.78633 -4.49064
C 3.18916 6.83811 -5.12429
O 2.18418 6.52012 -5.79870
N 3.67409 8.32390 -5.07882
H 4.44851 8.47011 -4.44715
H 4.03506 8.62544 -5.97261
C 2.53058 9.28743 -4.70465
H 4.03990 5.75637 -3.40603
H 5.15424 5.97144 -4.85554
H 3.85145 4.81604 -4.89199
H 2.82656 10.33429 -4.77225
H 2.35070 9.06076 -3.65377
H 1.72073 9.05845 -5.39734
P -4.56976 7.26405 -4.85204
F -4.12253 6.02915 -3.87556
F -3.33614 8.25410 -4.46967
F -3.89051 6.48059 -6.06360
F -4.97262 8.47441 -5.85414
F -5.91072 6.49264 -5.34731
F -5.32447 7.97064 -3.63511
```

## Properties
charge = +4
multiplicity = 1
energy above the lowest of the compared OMol25 structures with the same formula, charge and spin = 77.2 kJ/mol


No. 2
Entry from the OMol25 dataset: 5 unconnected molecules or ions with the total composition C61H40O12S (the ωB97M-V functional and the def2-TZVPD basis).

XYZ file:
```
114
Properties=species:S:1:pos:R:3
O 1.50118 -5.38442 6.29626
C 0.87941 -5.96040 7.16942
C 1.41515 -6.06094 8.55616
C 2.62756 -5.45305 8.85832
C 3.13045 -5.51411 10.14643
C 2.42423 -6.18322 11.13992
C 1.22093 -6.80016 10.84282
C 0.71273 -6.74468 9.55135
C -0.57822 -7.43340 9.25413
O -1.15874 -8.06789 10.10807
C -1.12503 -7.31065 7.87386
C -2.33884 -7.91197 7.56636
C -2.86915 -7.78915 6.29158
C -2.19302 -7.06163 5.31762
C -0.98069 -6.46854 5.62164
C -0.43957 -6.59434 6.89156
H 3.16498 -4.93287 8.07777
H 4.07348 -5.03794 10.38011
H 2.81548 -6.22366 12.14780
H 0.66474 -7.32882 11.60438
H -2.85861 -8.47019 8.33255
H -3.81633 -8.25640 6.05671
H -2.61386 -6.95309 4.32715
H -0.43923 -5.89186 4.88501
O 6.66386 0.12828 -4.55616
C 5.93488 -0.37876 -3.72850
C 6.25723 -0.32850 -2.27615
C 7.41224 0.32204 -1.86034
C 7.71404 0.39954 -0.51023
C 6.86468 -0.17234 0.43098
C 5.71784 -0.82949 0.01950
C 5.41029 -0.91133 -1.33053
C 4.17015 -1.63071 -1.73878
O 3.45015 -2.16453 -0.91986
C 3.83650 -1.66276 -3.19219
C 2.66801 -2.29078 -3.60439
C 2.32778 -2.30785 -4.94663
C 3.15499 -1.69989 -5.88455
C 4.32758 -1.08466 -5.48015
C 4.67182 -1.06011 -4.13524
H 8.06378 0.76376 -2.60150
H 8.61410 0.90723 -0.18917
H 7.09698 -0.11021 1.48573
H 5.05754 -1.28757 0.74316
H 2.03141 -2.75578 -2.86472
H 1.41353 -2.79143 -5.26412
H 2.88240 -1.70485 -6.93169
H 4.97828 -0.60951 -6.20133
O -0.02968 1.77713 -4.21956
C -0.04880 2.47082 -5.21368
C -1.31734 3.09250 -5.69373
C -2.48439 2.88825 -4.96720
C -3.66597 3.47923 -5.37970
C -3.68884 4.27550 -6.52042
C -2.53178 4.47303 -7.25434
C -1.34245 3.88128 -6.84541
C -0.11060 4.09835 -7.65870
O -0.14480 4.74487 -8.68371
C 1.16100 3.49694 -7.16591
C 2.33009 3.70978 -7.88624
C 3.52573 3.17487 -7.43676
C 3.55845 2.42966 -6.26321
C 2.39584 2.20750 -5.54531
C 1.19255 2.73610 -5.99489
H -2.45150 2.27167 -4.07964
H -4.57277 3.32720 -4.80876
H -4.61279 4.74347 -6.83566
H -2.53626 5.08523 -8.14557
H 2.28942 4.29440 -8.79481
H 4.43531 3.33851 -7.99937
H 4.49463 2.01569 -5.90904
H 2.40929 1.62245 -4.63538
O -5.94858 7.94937 0.73200
C -6.40766 7.57458 -0.32547
C -7.88105 7.46753 -0.53162
C -8.73315 7.82891 0.50445
C -10.10429 7.76059 0.32665
C -10.63133 7.33165 -0.88685
C -9.78714 6.96091 -1.91936
C -8.41012 7.02435 -1.74540
C -7.52007 6.60578 -2.86562
O -7.97717 6.17403 -3.90283
C -6.04830 6.73630 -2.66810
C -5.19702 6.38708 -3.70848
C -3.82774 6.51491 -3.55543
C -3.30068 6.99495 -2.36113
C -4.14367 7.33938 -1.31811
C -5.51932 7.20945 -1.46584
H -8.31004 8.16335 1.44144
H -10.76648 8.04403 1.13401
H -11.70342 7.28616 -1.02531
H -10.18320 6.62059 -2.86603
H -5.62052 6.01881 -4.63292
H -3.16822 6.24034 -4.36833
H -2.22988 7.09789 -2.24525
H -3.74743 7.70998 -0.38294
C 4.14047 -4.31051 4.63745
S 4.13160 -3.62943 3.00736
O 4.71500 -2.31105 3.07211
O 4.70093 -4.60748 2.10915
C 2.42788 -3.46800 2.55827
C 1.64239 -4.78634 2.63608
O 0.27287 -4.31799 2.53478
C 0.22519 -3.29621 3.45216
O -0.68854 -3.14702 4.20812
C 1.54363 -2.53936 3.41097
H 3.56763 -5.23825 4.67880
H 5.19609 -4.49757 4.85549
H 3.75175 -3.57386 5.34218
H 2.38720 -3.15400 1.51004
H 1.88252 -5.49356 1.84251
H 1.72873 -5.24482 3.62862
H 1.93834 -2.38902 4.41871
H 1.40932 -1.57734 2.91047
```

## Properties
charge = 0
multiplicity = 1
energy above the lowest of the compared OMol25 structures with the same formula, charge and spin = 0.0 kJ/mol


No. 3
Entry from the OMol25 dataset: a molecular structure, C61H42Cl4N5O3S2Ti (the ωB97M-V functional and the def2-TZVPD basis).

XYZ file:
```
118
Properties=species:S:1:pos:R:3
Ti 0.95025 -0.21296 1.36930
Cl 1.89843 -9.66971 -0.42470
C 1.56628 -7.98750 -0.22116
C 2.35117 -7.05018 -0.87309
C 2.10465 -5.70549 -0.67192
C 1.07332 -5.29353 0.16628
C 0.27148 -6.24318 0.78301
C 0.52103 -7.59147 0.59727
C 0.88539 -3.83723 0.39115
C 0.06122 -3.20053 -0.53256
C -0.51786 -3.73345 -1.71452
C -1.12560 -2.70515 -2.38548
C -0.93279 -1.50827 -1.64283
C -1.11160 -0.17756 -2.11400
C -2.27323 0.19705 -2.86331
C -2.38674 1.47859 -3.44055
C -3.51942 1.86559 -4.11992
C -4.58158 0.97688 -4.24677
Cl -5.99806 1.45622 -5.10836
C -4.52401 -0.27809 -3.65314
C -3.39357 -0.65370 -2.96331
C 0.06985 0.67090 -2.11434
N 0.90244 0.94046 -1.06794
C 2.02840 1.59373 -1.51114
C 3.02662 2.08249 -0.62409
C 3.64193 3.37122 -1.03151
C 4.92867 3.48534 -1.53817
C 5.44659 4.72836 -1.85733
C 4.66792 5.85988 -1.67652
Cl 5.32952 7.41343 -2.03526
C 3.37277 5.76027 -1.19261
C 2.86402 4.51599 -0.87306
C 3.36665 1.56206 0.61447
C 4.41372 2.10248 1.43868
C 4.45304 1.36474 2.57653
C 3.42636 0.36302 2.48600
N 2.81722 0.46677 1.26427
C 3.11836 -0.67143 3.40656
C 2.64255 -1.90579 2.83867
C 3.04130 -3.22483 3.20254
C 2.44875 -4.07707 2.31504
C 1.66349 -3.28802 1.42211
N 1.84199 -1.95613 1.74552
C 3.25517 -0.55601 4.84698
C 3.70038 0.61938 5.47511
C 3.81178 0.71766 6.84574
C 3.45456 -0.35672 7.64611
Cl 3.62089 -0.25040 9.36300
C 2.91072 -1.49357 7.06797
C 2.79901 -1.58303 5.69678
C 1.92469 1.70356 -2.90523
C 0.72304 1.12120 -3.27679
N -0.22989 -1.85185 -0.52022
H 3.15001 -7.37788 -1.51793
H 2.72631 -4.96699 -1.15772
H -0.53585 -5.92367 1.42640
H -0.08429 -8.33303 1.09287
H -0.44481 -4.75751 -2.03082
H -1.58857 -2.75328 -3.35175
H -1.58251 2.18874 -3.33348
H -3.58294 2.85865 -4.54244
H -5.36644 -0.94993 -3.72046
H -3.38510 -1.61269 -2.47308
H 5.52789 2.59593 -1.66038
H 6.45115 4.82483 -2.23585
H 2.76822 6.64297 -1.06134
H 1.87029 4.42772 -0.45709
H 5.04809 2.92790 1.17804
H 5.18229 1.44144 3.35802
H 3.74680 -3.48834 3.96668
H 2.55487 -5.14254 2.28112
H 3.92724 1.48805 4.88425
H 4.15872 1.63088 7.30164
H 2.56349 -2.29427 7.70286
H 2.31153 -2.45259 5.28655
H 2.66711 2.12488 -3.55696
H 0.35465 0.97997 -4.27465
O -0.32895 -1.19471 0.64768
S -3.13855 -1.79714 1.09408
C -3.84656 -0.31052 1.86983
C -3.80808 0.92914 0.97849
C -2.46365 1.65568 1.05550
C -2.42352 2.81179 0.06788
S -0.79027 3.64873 0.05903
O 0.53786 1.07329 0.21717
C -1.01741 4.57393 -1.45964
C -2.04175 5.50163 -1.57595
C -2.26570 6.12957 -2.78758
C -1.46138 5.85291 -3.88094
C -0.39753 4.97771 -3.74310
C -0.17218 4.34321 -2.53411
C -4.38147 -2.38678 -0.01801
C -4.03670 -3.51953 -0.75542
C -4.91642 -4.04660 -1.67831
C -6.16213 -3.46680 -1.86646
C -6.51258 -2.35682 -1.11955
C -5.62982 -1.81118 -0.20281
H -3.22793 -0.16532 2.75741
H -4.86292 -0.55209 2.18105
H -4.60259 1.61423 1.29272
H -4.01052 0.63749 -0.05649
H -1.65297 0.94880 0.83768
H -2.31220 2.02384 2.07556
H -3.17489 3.56429 0.31372
H -2.59745 2.45247 -0.94799
H -2.65880 5.73186 -0.72130
H -3.07592 6.83589 -2.87922
H -1.65618 6.32964 -4.82958
H 0.25465 4.76651 -4.57801
H 0.64855 3.65386 -2.42210
H -3.06834 -3.96903 -0.59662
H -4.63003 -4.90925 -2.26098
H -6.85448 -3.88605 -2.58177
H -7.48315 -1.90135 -1.25138
H -5.92419 -0.94365 0.36400
O 0.33863 2.09665 4.62801
C 0.31547 1.26538 3.80884
N 0.25260 0.36463 3.03492
```

## Properties
charge = 0
multiplicity = 2
⟨S²⟩ = 0.885


| no. | largest force on an atom (eV Å⁻¹) | E_tot (eV) |
| --- | --- | --- |
| 1 | 6.10 | -177225.0368 |
| 2 | 0.87 | -99313.5596 |
| 3 | 2.45 | -172407.6803 |